Entry 1:
{"formula": "C33H28ClF4N3O3Pb", "method": "ωB97M-V/def2-TZVPD", "charge": 0, "de_lowest_ev": 0.053, "energy_ha": -2716.472604, "homo_lumo_gap_ev": 1.87, "species": ["Pb", "Cl", "F", "F", "F", "F", "O", "O", "O", "N", "N", "N", "C", "C", "C", "C", "C", "C", "C", "C", "C", "C", "C", "C", "C", "C", "C", "C", "C", "C", "C", "C", "C", "C", "C", "C", "C", "C", "C", "C", "C", "C", "C", "C", "C", "H", "H", "H", "H", "H", "H", "H", "H", "H", "H", "H", "H", "H", "H", "H", "H", "H", "H", "H", "H", "H", "H", "H", "H", "H", "H", "H", "H"], "coordinates": [[0.07007, 2.23868, 1.44282], [3.66425, 3.89058, 0.18245], [4.65295, 8.24835, 6.51945], [-4.35074, -1.43309, -2.54401], [6.33268, 7.37372, 5.36630], [5.04498, 9.00938, 4.53055], [2.68455, -1.35428, 2.05100], [-1.10958, 0.17914, 0.83774], [1.39442, 0.45892, 1.78823], [-4.00770, -6.12154, -4.93519], [-3.35806, -4.11851, -3.14386], [-0.24507, -3.83347, 0.52508], [0.94669, -6.12623, 0.29287], [4.09709, 6.78056, 4.75102], [-1.25016, -3.25278, -0.32012], [2.30408, 4.64066, -0.41568], [2.10932, 6.02830, -0.54070], [-2.92129, -3.34390, -2.08683], [-2.57513, -5.89036, -4.78480], [-1.55914, -1.82513, -0.18629], [3.52569, 4.41741, 4.63667], [-4.57188, -3.83149, -3.92707], [-0.01373, 4.38524, -1.27732], [2.18183, 4.76231, 4.38036], [-4.86420, -4.82644, -5.06808], [0.70735, -3.02083, 1.01864], [2.81191, 7.13690, 4.45481], [0.45105, -1.67872, 1.21069], [-2.22219, -4.58117, -4.04184], [-0.19553, 5.77549, -1.20399], [0.49026, 2.98054, 3.48121], [5.05548, 7.80595, 5.24991], [0.76976, -5.83936, 1.71045], [1.22265, 2.29766, -0.55052], [-1.96280, -3.96344, -1.22871], [-0.72821, -0.99176, 0.62775], [-2.68255, -1.24750, -0.87124], [1.59622, -0.83656, 1.76466], [-3.38319, -2.04290, -1.72696], [1.85424, 6.13906, 4.34484], [1.26152, 3.79822, 3.97946], [-0.23506, -5.26070, 0.77115], [4.44941, 5.41206, 4.85231], [1.21279, 3.75789, -0.81710], [0.86290, 6.59444, -0.89568], [0.41207, -6.65748, 2.31541], [0.85471, 6.38601, 4.18348], [0.77426, 7.67961, -0.94912], [0.65665, -7.14412, -0.02390], [-1.21171, -5.79789, 0.66496], [2.95401, 6.69277, -0.22902], [-2.97235, -0.20802, -0.67201], [-4.45009, -6.50658, -4.05940], [-2.13676, -5.80912, -5.81914], [1.79601, -5.54650, -0.15135], [2.14657, 1.80046, -0.38170], [1.63511, -5.20448, 1.97487], [-4.25908, -6.78815, -5.76797], [1.61610, -3.45766, 1.43192], [-5.94569, -5.10077, -4.94479], [-4.52173, -2.75957, -4.34075], [-1.18342, 6.22083, -1.43774], [-2.06081, -3.82126, -4.81278], [3.89561, 3.41358, 4.54645], [-2.22094, -6.81107, -4.32331], [5.45057, 5.11739, 4.97827], [-5.41818, -3.88135, -3.22249], [-1.31297, -4.69505, -3.46096], [-1.82582, -5.04807, -1.30439], [0.70708, 1.68473, -1.23696], [-0.81104, 3.71360, -1.55132], [-4.66588, -4.33757, -6.01098], [2.57974, 8.17443, 4.40028]]}

Entry 2:
{"formula": "C21H45GaGdO3P", "method": "ωB97M-V/def2-TZVPD", "charge": 2, "energy_ha": -4083.842933, "spin_multiplicity": 8, "s_squared": 16.621, "homo_lumo_gap_ev": [6.34, 5.25], "species": ["Gd", "Ga", "P", "O", "O", "O", "C", "C", "C", "C", "C", "C", "C", "C", "C", "C", "C", "C", "C", "C", "C", "C", "C", "C", "C", "C", "C", "H", "H", "H", "H", "H", "H", "H", "H", "H", "H", "H", "H", "H", "H", "H", "H", "H", "H", "H", "H", "H", "H", "H", "H", "H", "H", "H", "H", "H", "H", "H", "H", "H", "H", "H", "H", "H", "H", "H", "H", "H", "H", "H", "H", "H"], "coordinates": [[-0.89089, 2.55130, 1.07088], [-0.71111, -1.58959, 0.47560], [-2.49285, -0.11584, -0.30345], [-1.12658, -3.07907, 4.24423], [-0.50893, 2.92906, -2.60735], [-2.04386, -1.17402, 3.48612], [2.62937, 0.57035, -2.55685], [-0.67402, 3.32561, -3.96936], [2.30146, 2.75766, -1.16170], [0.99247, -3.45849, -1.12735], [1.61975, -1.45379, 2.18996], [1.87258, -0.76500, -2.63403], [0.43244, 0.81991, 1.94295], [0.89247, 3.19581, -0.71811], [2.29684, -2.67197, -1.09868], [0.08703, 3.90659, -1.78799], [0.30665, 2.23653, 4.15830], [0.77723, 0.94153, 3.42892], [-3.36136, -1.04512, -1.59169], [-0.24473, -2.56238, -1.22022], [-1.37356, -2.92416, 1.86733], [-4.53478, -1.11963, 1.41534], [2.46809, 1.22132, -1.17194], [2.73769, -2.03532, -2.40158], [-3.76968, 0.15802, 0.98721], [0.84417, -0.50629, 1.27063], [-1.48840, -2.42675, 3.27260], [-0.62318, 2.69886, 3.79666], [0.91373, 1.70011, 1.37354], [1.12331, -1.67522, 3.12328], [1.59858, 0.83087, -0.64630], [-1.66321, 3.02732, -4.28948], [-3.36909, 0.70076, 1.84556], [-1.10424, -3.20090, -1.42260], [0.29355, 2.35280, -0.33582], [-4.51232, 0.81589, 0.54021], [2.53376, 3.14083, -2.14418], [-5.57800, -0.99616, 1.16775], [3.06767, -3.36305, -0.76866], [0.99196, 3.90645, 0.10332], [1.19172, -0.74005, -1.79774], [2.77094, -2.70496, -3.25038], [-2.31232, -3.35717, 1.54094], [0.05888, 2.81471, -4.57992], [3.68271, 0.44861, -2.77082], [0.29752, 0.11469, 3.93049], [0.76274, 4.56157, -2.32910], [1.48796, -0.20044, 0.45599], [0.95455, -4.04101, -0.20736], [-0.70814, 0.90004, 1.76342], [2.24606, 1.21352, -3.34118], [3.33497, 0.93115, -0.58559], [-0.63678, -3.71457, 1.87703], [0.09370, 1.96820, 5.18259], [-1.80523, -0.59184, 2.76677], [-4.20015, -1.98995, 0.87141], [1.84818, 0.84085, 3.51455], [-0.68907, 4.51181, -1.31831], [1.71055, -2.40131, 1.67142], [1.11739, 2.95162, 4.20105], [2.98687, 3.13470, -0.41609], [-0.19113, -1.87473, -2.05174], [-4.44709, -1.28686, 2.47601], [3.76280, -1.70531, -2.26505], [1.34579, -0.84676, -3.57555], [-0.59959, 4.39728, -4.09978], [2.63813, -1.12454, 2.35152], [-3.45716, -2.06182, -1.22758], [2.26283, -1.87284, -0.36678], [-4.35406, -0.65597, -1.78508], [-2.80124, -1.05050, -2.51603], [0.93766, -4.19292, -1.92221]]}

Entry 3:
{"formula": "C4H7NS3", "method": "ωB97M-V/def2-TZVPD", "smiles": "C[C@@H](/C=N/S)SC=S", "charge": 0, "de_lowest_ev": 1.451, "energy_ha": -1405.870168, "homo_lumo_gap_ev": 8.44, "species": ["S", "S", "S", "N", "C", "C", "C", "C", "H", "H", "H", "H", "H", "H", "H"], "coordinates": [[-2.49244, -2.06844, 1.30610], [0.19612, 2.09762, -0.03531], [2.23930, 2.74983, 2.06464], [-1.92451, -0.88778, 0.19190], [-0.74376, -0.48317, 0.33672], [0.99428, -0.22543, -1.42501], [1.25698, 1.69201, 1.28986], [-0.19392, 0.45230, -0.70561], [1.70850, -0.48816, -0.61685], [-3.54716, -2.44510, 0.55351], [1.48765, 0.37009, -2.19070], [-0.00985, -0.85906, 1.08180], [1.25025, 0.59106, 1.45758], [0.71729, -1.18991, -1.82295], [-0.93874, 0.69414, -1.48569]]}

Entry 4:
{"formula": "C28H52Br12F3N2O", "method": "ωB97M-V/def2-TZVPD", "charge": 1, "energy_ha": -32470.460713, "homo_lumo_gap_ev": 10.11, "species": ["Br", "Br", "Br", "Br", "Br", "Br", "Br", "Br", "Br", "Br", "Br", "Br", "F", "F", "F", "O", "N", "N", "C", "C", "C", "C", "C", "C", "C", "C", "C", "C", "C", "C", "C", "C", "C", "C", "C", "C", "C", "C", "C", "C", "C", "C", "C", "C", "C", "C", "H", "H", "H", "H", "H", "H", "H", "H", "H", "H", "H", "H", "H", "H", "H", "H", "H", "H", "H", "H", "H", "H", "H", "H", "H", "H", "H", "H", "H", "H", "H", "H", "H", "H", "H", "H", "H", "H", "H", "H", "H", "H", "H", "H", "H", "H", "H", "H", "H", "H", "H", "H"], "coordinates": [[0.88221, 0.98645, -2.94182], [-2.48552, 2.22681, 7.30671], [2.75795, -5.21170, 0.62062], [-0.04746, 1.05190, 4.08172], [5.19583, 5.22221, 0.45711], [-2.23100, -1.56053, 2.66792], [-0.69256, 5.24041, 4.66400], [-5.86862, 1.38207, 6.21781], [1.99326, -0.58807, -6.03926], [6.15400, -4.64992, 1.91746], [-1.58263, 6.52138, 7.98367], [1.57590, 4.95709, 0.98006], [5.60234, 0.75088, 1.08476], [5.61780, 1.60567, 3.09045], [5.14109, -0.50537, 2.80027], [3.39749, 2.32255, 1.48390], [0.65455, -0.57926, 0.27169], [0.78761, 1.48469, 0.84281], [-1.51422, -4.18099, -3.54917], [-2.45388, -5.26948, -5.67512], [2.80110, -0.00155, 1.36661], [-2.58558, -3.97887, -6.52212], [-1.31167, -5.21789, -4.66213], [2.58431, 6.28603, -0.03127], [-2.98505, -3.27052, -8.97170], [-5.30500, 2.56275, 7.65948], [0.01102, -2.87331, -0.52453], [-0.36817, -2.50117, -1.98030], [1.02903, 1.76981, -4.72143], [-0.19031, -3.63800, -3.00636], [1.05398, -1.98364, 0.10941], [0.63613, 0.77580, -5.78266], [3.74843, 5.66745, -0.75693], [4.48516, -3.81868, 2.44574], [-2.11394, 6.46812, 5.17498], [4.99106, 0.73532, 2.27978], [-0.44928, 1.30880, 0.27756], [-4.07644, 3.34289, 7.27832], [-2.18995, -4.15598, -7.99992], [-1.99196, 0.97768, 3.97723], [3.50863, 1.09737, 2.15892], [1.44736, 0.33230, 0.84519], [3.33477, -4.79086, 2.43272], [-1.67608, 7.41446, 6.25992], [-0.52758, 0.01454, -0.09848], [-2.50887, -0.41325, 4.21952], [-3.98976, -3.06045, -8.60194], [0.24475, -1.65314, -2.29490], [3.58599, -5.73686, 2.90054], [4.64362, -3.43856, 3.45278], [1.29857, -2.36249, 1.10647], [0.52033, 1.27595, -6.74129], [-1.40878, -2.16732, -2.00822], [2.05435, 2.10865, -4.82652], [-0.88438, -2.93853, 0.10099], [-1.32976, -0.49916, -0.59464], [4.15974, 6.37805, -1.47013], [3.35036, 3.06158, 2.10240], [-2.07171, -4.65469, -2.73393], [-2.02025, -0.89640, 5.05900], [-2.25743, -6.10112, -6.35823], [-1.16660, 2.10509, 0.17179], [0.35800, -3.23510, -3.86451], [-3.62481, -3.64248, -6.48620], [1.05716, 2.38199, 1.21921], [-3.39918, -5.49891, -5.17718], [3.13841, 1.14953, 3.18747], [0.43841, -3.87562, -0.53300], [-3.88542, 4.14675, 7.98604], [-0.69388, 7.83421, 6.06940], [-1.13192, -3.89741, -8.10925], [2.89452, 7.03389, 0.69063], [3.47448, 4.75058, -1.26925], [-1.19596, -6.20390, -4.20253], [1.97580, -2.02857, -0.47749], [-2.33070, 1.65725, 4.75351], [-4.15125, 3.75247, 6.27543], [-2.27508, -5.20226, -8.29778], [-2.95385, 5.85636, 5.48758], [0.35508, 2.62300, -4.72739], [2.68100, -0.86425, 2.03077], [-3.10287, -3.77582, -9.93348], [4.32570, -2.98823, 1.76410], [-6.14177, 3.23295, 7.84050], [-2.47104, -2.33132, -9.18344], [-2.40125, 8.21629, 6.37640], [-2.37611, 7.01117, 4.27005], [-5.14179, 1.93633, 8.52999], [-3.58275, -0.39135, 4.38866], [-1.95204, -3.20666, -6.07814], [-2.10641, -3.34163, -3.92428], [-0.28193, 0.25413, -5.53157], [2.46679, -4.36112, 2.92943], [-0.37209, -5.01562, -5.19021], [1.87161, 6.71957, -0.72833], [3.43861, -0.33878, 0.54233], [0.40270, -4.45365, -2.58455], [-2.27046, 1.35924, 2.99973]]}

Entry 5:
{"formula": "C2NO4", "method": "ωB97M-V/def2-TZVPD", "smiles": "O=C=NC(=O)O[O-]", "charge": -1, "de_lowest_ev": 1.444, "energy_ha": -431.915610, "homo_lumo_gap_ev": 7.97, "species": ["O", "O", "O", "O", "N", "C", "C"], "coordinates": [[1.04152, 1.20068, 0.72049], [0.90845, 0.70234, -2.11820], [0.16861, 0.38148, 1.38052], [-1.26587, -1.29940, 1.39235], [-0.49808, -0.50771, -0.65701], [0.29228, 0.21384, -1.25039], [-0.53587, -0.52674, 0.79355]]}

Entry 6:
{"formula": "C4H5NO", "method": "ωB97M-V/def2-TZVPD", "charge": 0, "de_lowest_ev": 4.885, "energy_ha": -285.235056, "homo_lumo_gap_ev": 9.69, "species": ["O", "N", "C", "C", "C", "C", "H", "H", "H", "H", "H"], "coordinates": [[-0.80346, 0.93985, -1.16419], [1.01558, -0.43824, -1.54187], [-0.67700, -0.38163, -0.82879], [0.64873, 0.53894, -0.84014], [-0.40490, -0.46504, 0.69342], [0.68284, 0.65866, 0.67506], [-1.29986, -0.26059, 1.28598], [1.64061, 0.37024, 1.10629], [0.33604, 1.61432, 1.06265], [-1.17337, -1.15110, -1.41667], [0.03480, -1.42542, 0.96826]]}